1.
{"formula": "C7H13NO", "method": "ωB97M-V with the def2-TZVPD basis set", "spin_multiplicity": 1, "smiles": "C=C=C(C)[C@](C)(N)OC", "e_homo_ev": -9.061, "total_charge": 0, "gap_ev": 10.1, "symbols": ["O", "N", "C", "C", "C", "C", "C", "C", "C", "H", "H", "H", "H", "H", "H", "H", "H", "H", "H", "H", "H", "H"], "coordinates": [[0.484387, -1.385339, -0.616488], [-1.127334, 0.299731, -1.400083], [-0.525849, -2.297785, -0.281796], [0.529989, 2.163603, 0.669307], [-0.145038, 0.027354, 1.649677], [0.146160, 0.056526, -0.794561], [1.252886, 0.591214, -1.699967], [0.137078, 0.713570, 0.577310], [-0.485127, -0.514607, 2.780907], [-1.188260, -0.117077, -2.321261], [-1.498955, -0.462584, 3.151588], [-1.290073, -2.378548, -1.066974], [-1.012840, -2.027570, 0.658864], [-0.067083, 2.750286, -0.026464], [2.214993, 0.477825, -1.210930], [1.075756, 1.635661, -1.935888], [0.367350, 2.521592, 1.683154], [1.261791, 0.006364, -2.615756], [0.220891, -1.067375, 3.380534], [-0.037046, -3.265720, -0.176961], [1.581393, 2.298348, 0.420230], [-1.895067, -0.025472, -0.824442]], "atomic_forces_ev_per_a": [[0.4, 1.1, -0.6], [-0.1, -0.1, -0.2], [-0.4, 0.2, -0.1], [-0.1, -0.1, 0.2], [-0.1, 0.6, 0.1], [0.0, -1.1, 0.3], [-0.2, -0.3, 0.3], [0.4, -0.2, 0.0], [0.0, -0.1, 0.1], [0.0, 0.0, 0.0], [-0.2, 0.0, -0.1], [0.1, 0.0, 0.0], [-0.1, -0.2, -0.1], [0.0, 0.1, 0.0], [0.1, 0.0, 0.0], [0.0, 0.1, 0.0], [0.0, 0.1, 0.0], [0.0, 0.0, -0.1], [0.2, 0.0, 0.1], [0.0, 0.0, 0.0], [0.1, 0.0, 0.0], [0.1, 0.0, 0.0]]}

---

2.
{"formula": "C14H22ClIrO2P", "method": "ωB97M-V with the def2-TZVPD basis set", "spin_multiplicity": 6, "e_homo_ev": [-13.515, -17.507], "total_charge": 2, "gap_ev": [7.0, 5.9], "symbols": ["Ir", "Cl", "P", "O", "O", "C", "C", "C", "C", "C", "C", "C", "C", "C", "C", "C", "C", "C", "C", "H", "H", "H", "H", "H", "H", "H", "H", "H", "H", "H", "H", "H", "H", "H", "H", "H", "H", "H", "H", "H", "H"], "coordinates": [[0.298246, -1.359890, -0.066119], [1.678489, -3.947825, -1.451898], [0.393084, 1.042470, -0.018332], [2.651319, -0.987061, -1.946974], [2.045182, -1.461835, 2.447294], [-1.868127, -1.478941, -0.716676], [1.729893, -1.182786, -1.266335], [-1.208580, -2.716007, -1.050874], [1.985030, 1.570567, 0.692708], [-1.005792, 1.813847, -2.353111], [2.272849, 3.065780, 0.761467], [1.385145, -1.431531, 1.494004], [-1.455913, -2.643148, 1.261741], [0.302625, 1.973843, -1.593617], [-0.254814, -4.741882, 0.273316], [-1.977366, -1.433549, 0.725701], [-0.967910, 1.606638, 1.057260], [-1.120685, 3.109044, 1.249521], [-0.947082, -3.444476, 0.186614], [-1.413950, -2.935074, 2.311542], [-0.275407, 3.552287, 1.780349], [0.508239, 3.039917, -1.385060], [0.236361, -4.879742, 1.240850], [3.308132, 3.186752, 1.098085], [1.142583, 1.621187, -2.219201], [-1.876833, 2.021994, -1.728943], [-1.006643, -3.112695, -2.041513], [-0.817255, 1.110349, 2.028051], [2.739973, 1.077134, 0.057194], [2.065080, 1.114016, 1.688321], [-1.258152, 3.633074, 0.296946], [-2.018078, 3.285634, 1.852699], [-1.030658, 2.517734, -3.199312], [1.625200, 3.581605, 1.472958], [-0.916731, -5.582262, 0.056098], [0.586278, -4.728390, -0.545568], [2.188914, 3.546539, -0.217189], [-2.248719, -0.745820, -1.412390], [-1.901860, 1.197954, 0.639836], [-2.473939, -0.658036, 1.302065], [-1.098125, 0.802585, -2.761513]], "atomic_forces_ev_per_a": [[2.4, 1.8, -1.7], [0.7, -0.1, -0.5], [-0.9, 2.2, 0.3], [-2.7, -0.3, 2.3], [-1.6, 0.5, -3.1], [-0.8, -0.7, 1.4], [5.2, 0.6, -4.7], [-0.7, -0.7, 0.6], [0.3, -0.7, 0.1], [-0.1, 0.1, -0.3], [0.1, 0.3, 0.0], [2.2, -1.5, 5.5], [-0.4, -0.9, 0.1], [0.3, 0.0, -0.3], [-0.3, 0.2, 0.8], [-1.8, -0.4, -0.4], [-0.1, 0.0, 0.0], [-0.2, 0.4, 0.1], [-1.5, 0.2, -0.2], [0.0, 0.2, -0.3], [-0.3, -0.1, -0.1], [-0.1, -0.5, 0.1], [0.1, -0.1, -0.2], [-0.2, 0.0, -0.1], [-0.2, 0.2, 0.2], [0.0, 0.0, 0.0], [0.0, 0.2, 0.1], [0.0, 0.0, -0.2], [-0.1, 0.1, 0.2], [0.0, 0.1, -0.2], [0.1, -0.1, 0.2], [0.2, 0.1, -0.1], [0.0, -0.3, 0.3], [0.2, -0.1, -0.2], [0.1, -0.1, -0.2], [-0.4, -0.6, 0.4], [0.0, 0.0, 0.2], [0.0, 0.0, 0.0], [0.3, 0.2, 0.0], [0.1, -0.3, -0.2], [0.0, 0.1, 0.0]]}